1.
The following is a quantum chemistry calculation of a molecular structure, C47H56Cl4N8O3STi in a non-equilibrium geometry, from the Open Molecules 2025 dataset.

XYZ file:
```
120
Properties=species:S:1:pos:R:3:lowdin_spin:R:1
Ti -0.4205 -0.5226 -0.4505 0.94
C 5.2153 1.4396 0.9590 0.00
C 4.2976 0.2913 0.5588 0.00
N 3.0829 0.0805 1.3592 0.01
C 1.9693 0.9431 1.3848 0.03
S 2.0802 2.5997 1.7998 0.02
N 0.9096 0.2623 1.0335 0.01
N -0.3792 0.7658 1.0333 0.14
C -1.0384 1.1309 2.1733 0.23
C -0.3689 0.8506 3.4839 0.03
C -2.3585 1.6797 2.1532 0.08
C -3.1433 1.7896 3.3389 0.07
C -4.4153 2.3060 3.2839 0.02
C -4.9439 2.7400 2.0636 0.12
C -4.1181 2.6205 0.9518 0.00
N -2.8906 2.1312 0.9743 0.11
H 6.1428 1.3676 0.3774 0.00
H 5.4513 1.3883 2.0242 0.00
H 4.7481 2.4014 0.7740 0.00
H 4.8622 -0.6360 0.6699 0.00
H 4.0504 0.3782 -0.5050 0.00
H 2.7054 -0.8327 1.1469 0.00
H 0.2528 1.6941 3.7926 0.01
H 0.2903 -0.0133 3.3835 0.00
H -1.0943 0.6370 4.2682 0.00
H -2.7527 1.4587 4.2907 0.01
H -5.0095 2.3706 4.1895 0.00
H -5.9479 3.1351 1.9778 0.01
H -4.4715 2.9584 -0.0255 0.00
C -1.9952 -2.3507 2.7319 0.00
C -1.7783 -3.8253 2.3660 0.00
C -2.1841 -4.1611 0.9280 0.00
C -0.3485 -4.2456 2.6630 0.00
C -0.1781 -5.1844 3.6742 0.00
C 1.0703 -5.6523 4.0504 0.00
C 2.1807 -5.1350 3.4179 0.00
C 2.0738 -4.1753 2.4110 0.00
C 3.3974 -3.5988 1.9071 0.00
C 4.2693 -4.6526 1.2209 0.00
C 4.1613 -2.9345 3.0596 0.00
C 0.7875 -3.7401 1.9796 0.00
N 0.6636 -2.8058 0.9109 0.00
C 1.3012 -3.1279 -0.1612 0.00
C 1.6798 -2.3129 -1.2748 0.01
C 2.5100 -2.7996 -2.2857 0.00
C 2.8467 -1.7065 -3.0773 0.00
C 2.1995 -0.5889 -2.5171 0.01
N 1.4601 -0.9501 -1.4410 0.01
C 2.4480 0.8444 -2.9940 0.00
C 3.9229 0.9738 -3.4106 0.00
C 1.5940 1.1811 -4.2265 0.00
C 2.2011 1.8683 -1.8805 0.00
H -3.0335 -2.0484 2.5672 0.00
H -1.7478 -2.1876 3.7869 0.00
H -1.3694 -1.7034 2.1316 0.00
H -2.4161 -4.4192 3.0252 0.00
H -1.5484 -3.6414 0.2161 0.00
H -3.2210 -3.8662 0.7371 0.00
H -2.0903 -5.2371 0.7464 0.00
H -1.0632 -5.5594 4.1779 0.00
H 1.1732 -6.3986 4.8311 0.00
H 3.1668 -5.4759 3.7158 0.00
H 3.1923 -2.8406 1.1636 0.00
H 4.5187 -5.4700 1.9047 0.00
H 5.2006 -4.2015 0.8678 0.00
H 3.7529 -5.0787 0.3573 0.00
H 4.4693 -3.6762 3.8037 0.00
H 3.5359 -2.1904 3.5561 0.00
H 5.0585 -2.4265 2.6937 0.00
H 1.6890 -4.1484 -0.2461 0.00
H 2.8470 -3.8243 -2.3880 0.00
H 3.4990 -1.7085 -3.9407 0.00
H 4.1375 0.4122 -4.3255 0.00
H 4.5827 0.6054 -2.6205 0.00
H 4.1574 2.0297 -3.5943 0.00
H 1.6431 0.3697 -4.9589 0.00
H 1.9586 2.1015 -4.7010 0.00
H 0.5504 1.3327 -3.9595 0.00
H 2.9681 1.8002 -1.1093 0.00
H 1.2512 1.7144 -1.3874 0.00
H 2.2296 2.8835 -2.2955 0.00
Cl -6.7742 -2.9308 -1.2575 0.00
C -5.0606 -2.6735 -1.3952 0.00
C -4.3340 -3.3515 -2.3611 0.01
Cl -5.1215 -4.4432 -3.4624 0.00
C -2.9424 -3.1421 -2.4522 0.00
Cl -1.9727 -4.0023 -3.6110 0.00
C -2.3015 -2.2645 -1.6016 0.00
O -1.0016 -2.0358 -1.5639 0.00
C -3.0513 -1.5286 -0.6351 0.00
O -2.3451 -0.7363 0.1054 0.02
C -4.4186 -1.7699 -0.5279 0.01
Cl -5.2917 -0.9505 0.7230 0.00
C -0.3320 4.8864 0.4156 0.00
C -0.0846 4.9694 -1.0883 0.00
N -1.2776 5.3319 -1.8673 0.00
C -1.6242 6.7507 -1.9388 0.00
C -2.6479 7.2071 -0.8970 0.00
C -2.1822 4.4784 -2.4092 0.00
O -3.2013 4.9258 -2.9363 0.00
C -1.9440 2.9858 -2.5038 0.00
C -2.5151 2.4074 -3.6221 0.03
C -2.2785 1.0794 -3.8832 0.00
C -1.5119 0.3403 -3.0058 0.03
N -1.0685 0.8329 -1.8457 0.00
C -1.2735 2.1481 -1.6166 0.03
H 0.5077 4.3888 0.9024 0.00
H -1.2317 4.3040 0.6232 0.00
H -0.4505 5.8840 0.8511 0.00
H 0.3202 4.0323 -1.4582 0.00
H 0.6728 5.7255 -1.2931 0.00
H -2.0341 6.9428 -2.9280 0.00
H -0.6950 7.3119 -1.8346 0.00
H -3.5744 6.6463 -1.0300 0.00
H -2.8608 8.2744 -1.0209 0.00
H -2.2855 7.0413 0.1186 0.00
H -3.1125 3.0271 -4.2783 0.00
H -2.6576 0.6059 -4.7791 0.00
H -1.2229 -0.6713 -3.2382 0.00
H -0.9001 2.4892 -0.6690 0.00
```

Values from the calculation:
Multiplicity: 3
ΔE to the lowest compared entry with this formula, charge and spin: 9.9 kJ/mol
⟨S²⟩: 2.0263
Net charge: -2
Strongest force on any atom: 2.36 eV Å⁻¹
Orbital gap (spin up / spin down): 0.164 / 0.240 hartree

***

2.
The following is a quantum chemistry calculation of 2 unconnected molecules or ions with the total composition C4H15N4, from the Open Molecules 2025 dataset.

XYZ file:
```
23
Properties=species:S:1:pos:R:3:lowdin_charge:R:1
C 0.7369 1.9134 2.3648 -0.27
N -0.3707 2.6282 3.0222 0.01
C 0.1002 0.9580 1.3727 -0.17
N 1.1255 0.0413 0.7375 0.13
H 1.3617 1.3329 3.0494 0.12
H 1.3183 2.6608 1.8280 0.12
H -0.6847 2.0940 3.8267 0.08
H 0.0235 3.4638 3.4433 0.08
H -0.3604 1.4698 0.5315 0.12
H -0.6258 0.3161 1.8665 0.13
H 0.6531 -0.6003 -0.0684 0.08
H 1.8894 0.5699 0.3330 0.15
H 1.5302 -0.5461 1.4633 0.15
C -0.2879 -2.7728 -1.3392 -0.11
N -1.2188 -0.8695 -3.1333 0.15
C -0.3384 -0.5867 -2.1625 -0.27
N 0.1888 -1.3929 -1.3063 -0.08
H 0.2300 -3.3354 -0.5668 0.08
H -0.0343 -3.2796 -2.2754 0.09
H -1.3709 -2.8404 -1.2119 0.09
H -1.6908 -1.7537 -3.1687 0.10
H -1.6521 -0.1023 -3.6119 0.11
H 0.0114 0.4444 -2.1564 0.13
```

Values from the calculation:
ΔE to the lowest compared entry with this formula, charge and spin: 99.1 kJ/mol
Net charge: +1
Strongest force on any atom: 1.00 eV Å⁻¹
Orbital gap: 0.386 hartree

***

3.
The following is a quantum chemistry calculation of a molecular structure, C13H34N2O5Sr in a non-equilibrium geometry, from the Open Molecules 2025 dataset.

XYZ file:
```
55
Properties=species:S:1:pos:R:3:lowdin_charge:R:1
Sr 0.0957 0.4732 -0.1683 1.64
C -0.9947 2.5415 2.8325 -0.08
O -0.9335 1.2866 2.1626 -0.34
C -1.6765 0.2829 2.8756 -0.17
C -1.6652 -1.0044 2.0778 -0.18
N -0.3029 -1.3029 1.5967 -0.15
C -0.1916 -2.5802 0.8878 -0.19
C -1.1413 -2.7894 -0.2406 -0.19
O -0.9989 -1.7213 -1.1979 -0.31
C -1.7945 -1.9466 -2.3545 -0.06
H -0.5566 2.4724 3.8326 0.10
H -2.0249 2.8970 2.9175 0.11
H -0.4189 3.2599 2.2495 0.10
H -2.6970 0.6091 3.0778 0.14
H -1.1492 0.1305 3.8264 0.14
H -2.3340 -0.8855 1.2247 0.10
H -2.0663 -1.8428 2.6582 0.15
H 0.2990 -1.3826 2.4107 0.13
H -0.2878 -3.4385 1.5684 0.15
H 0.8220 -2.6813 0.4915 0.11
H -2.1846 -2.8162 0.0825 0.13
H -0.8854 -3.7425 -0.7106 0.15
H -1.2660 -2.5695 -3.0813 0.11
H -1.9890 -0.9841 -2.8262 0.08
H -2.7451 -2.4096 -2.0872 0.11
C -0.3501 1.1533 -3.6169 -0.05
O 0.3116 0.4329 -2.5735 -0.39
C 1.4728 -0.2584 -3.0785 -0.18
C 2.0732 -1.2749 -2.1036 -0.16
N 2.2521 -0.7473 -0.7316 -0.16
C 3.1032 0.4720 -0.7048 -0.18
C 3.2643 1.0061 0.7244 -0.18
O 2.0427 0.8622 1.4508 -0.33
C 2.2483 1.0026 2.8562 -0.05
H -1.2271 1.6254 -3.1774 0.09
H -0.6644 0.4690 -4.4066 0.11
H 0.3033 1.9194 -4.0371 0.11
H 2.2141 0.4659 -3.4264 0.13
H 1.1531 -0.8385 -3.9491 0.14
H 3.0224 -1.6521 -2.4880 0.14
H 1.3433 -2.0831 -2.0717 0.11
H 2.7776 -1.3846 -0.1422 0.13
H 2.7088 1.2732 -1.3364 0.12
H 4.1075 0.2165 -1.0566 0.14
H 3.5575 2.0602 0.6893 0.14
H 4.0660 0.4906 1.2642 0.14
H 1.2748 0.9634 3.3332 0.07
H 2.7048 1.9689 3.0919 0.11
H 2.9070 0.2129 3.2217 0.11
C -2.8903 2.3075 -0.1833 -0.09
O -2.5620 0.9208 -0.3552 -0.21
H -2.0547 2.7949 0.3163 0.07
H -3.0692 2.8061 -1.1374 0.10
H -3.7729 2.4343 0.4452 0.10
H -3.2306 0.5253 -0.9228 0.10
```

Values from the calculation:
ΔE to the lowest compared entry with this formula, charge and spin: 36.2 kJ/mol
Net charge: +2
Strongest force on any atom: 1.31 eV Å⁻¹
Orbital gap: 0.397 hartree

***

- The lowest strongest force on any atom belongs to which entry?
  C4H15N4

***

- The lowest net charge belongs to which entry?
  C47H56Cl4N8O3STi

***

- net charge of number 3 (C13H34N2O5Sr)?
  +2

***

- Among the records above, which one has the highest strongest force on any atom?
  C47H56Cl4N8O3STi